Record 1
The following is a DFT calculation (ωB97M-V/def2-TZVPD) of a molecular structure, C27H61IN9O5P2 in a non-equilibrium geometry.

Last column: Mulliken charge in e.
Atoms and positions in Å:
C  2.67631  -2.36528  1.53134  -1.29
N  2.99227  -1.09123  0.87960  0.21
C  2.05396  -0.24337  0.45121  0.35
N  2.35313  0.90094  -0.22022  -0.02
C  1.19168  1.46780  -0.50731  -0.40
C  0.99736  2.71310  -1.27890  0.25
C  1.25679  3.94325  -0.69066  -0.24
C  1.06263  5.09651  -1.42615  -0.75
C  0.61265  5.02304  -2.73833  -0.44
C  0.35005  3.79391  -3.32138  -0.71
C  0.54352  2.63493  -2.59387  -0.22
N  0.15499  0.76019  -0.03995  1.11
P  -1.59439  0.90950  -0.00578  -0.27
N  -1.98822  2.51185  -0.30919  -0.36
O  -1.95148  0.09466  -1.37195  -0.31
N  0.69822  -0.37400  0.58081  -0.93
I  -0.60117  -1.74851  1.43650  0.35
P  4.73316  -0.74910  0.69124  0.10
C  4.94114  0.97636  1.22612  -0.94
C  4.91857  -0.66325  -1.11370  -1.04
H  2.00477  -2.96394  0.91505  0.47
H  3.61286  -2.91019  1.62752  0.35
H  2.23907  -2.21084  2.51885  0.45
H  1.59649  3.99714  0.33780  0.48
H  1.26411  6.06671  -0.98678  0.42
H  0.47057  5.93677  -3.30219  0.42
H  0.00833  3.72810  -4.34703  0.54
H  0.36439  1.66689  -3.05592  0.60
H  -2.97955  2.59296  -0.09667  0.36
H  -1.85366  2.85508  -1.25857  0.14
H  -1.46806  0.39996  -2.15500  0.35
H  4.37357  1.16600  2.14002  0.30
H  6.00580  1.09234  1.44960  0.40
H  4.66286  1.70753  0.46951  0.27
H  5.99077  -0.67487  -1.32860  0.41
H  4.48482  -1.57322  -1.53649  0.30
H  4.47051  0.21417  -1.58138  0.31
C  -5.95583  2.64514  -3.35768  -1.41
C  -5.05288  2.82426  -4.57351  0.27
C  -4.73294  1.52667  -5.32355  -0.58
O  -3.78060  0.70996  -4.65909  -0.09
C  -4.27933  -0.11936  -3.62884  -0.73
N  -3.83078  3.52801  -4.16343  -0.67
H  -5.41063  2.22565  -2.51053  0.19
H  -6.35318  3.60882  -3.04139  0.37
H  -6.79683  1.98703  -3.58098  0.35
H  -5.58008  3.47032  -5.28092  0.50
H  -4.27304  1.77968  -6.28188  0.18
H  -5.64269  0.95108  -5.53600  0.45
H  -5.27748  -0.50664  -3.85120  0.39
H  -4.29792  0.40621  -2.67136  0.14
H  -3.59420  -0.96280  -3.53463  0.22
H  -3.28841  3.76333  -4.98972  0.29
H  -3.25644  2.85391  -3.66352  0.18
C  -0.04989  -5.08832  6.79586  -1.53
C  -0.12427  -4.08412  5.65272  0.77
C  -1.00508  -2.86501  5.94254  -0.16
O  -2.39632  -3.09442  5.86022  -0.42
C  -2.99004  -3.66081  7.01499  -0.63
N  -0.52895  -4.78367  4.42690  -0.67
H  -0.95338  -5.69574  6.85681  0.34
H  0.78685  -5.76828  6.64181  0.37
H  0.09329  -4.58369  7.75244  0.33
H  0.88516  -3.69215  5.49443  0.01
H  -0.79643  -2.10747  5.17862  0.17
H  -0.74260  -2.42440  6.91107  0.16
H  -2.50922  -3.29296  7.92634  0.26
H  -2.94667  -4.75218  7.00437  0.25
H  -4.03613  -3.35890  7.02372  0.27
H  -0.47883  -4.12897  3.65281  0.10
H  -1.51739  -5.00879  4.50804  0.35
C  4.51578  -0.11935  8.19079  -1.43
C  4.30305  -1.13758  7.07560  0.29
C  2.87402  -1.15847  6.51849  -0.47
O  1.91879  -1.79568  7.34147  -0.18
C  1.39502  -1.00197  8.39182  -0.83
N  4.75053  -2.45068  7.53899  -0.71
H  4.10234  -0.46947  9.13644  0.30
H  5.58117  0.04299  8.34595  0.36
H  4.05581  0.84084  7.94901  0.34
H  4.94926  -0.85094  6.23901  0.40
H  2.88340  -1.73784  5.58887  0.07
H  2.53734  -0.14172  6.26955  0.43
H  1.30802  0.04643  8.09137  0.37
H  2.00407  -1.06738  9.29536  0.25
H  0.40135  -1.38331  8.62628  0.24
H  4.73702  -3.11526  6.77151  0.27
H  4.07017  -2.80633  8.20469  0.32
C  -1.45269  0.03806  -7.06436  -0.90
C  -2.03778  0.32754  -8.44277  0.29
C  -1.03553  0.20080  -9.59506  -0.80
O  -0.12102  1.27325  -9.70067  -0.39
C  1.01346  1.19669  -8.86370  -0.55
N  -2.68715  1.64344  -8.41081  -0.55
H  -0.85781  0.87849  -6.70077  0.05
H  -2.25827  -0.11854  -6.34842  0.07
H  -0.81891  -0.85145  -7.07533  0.39
H  -2.81698  -0.41728  -8.63172  0.35
H  -1.59327  0.20317  -10.53445  0.38
H  -0.49456  -0.75321  -9.53795  0.42
H  1.34432  0.16094  -8.73668  0.29
H  0.82795  1.63476  -7.87841  0.14
H  1.81099  1.76194  -9.34413  0.27
H  -3.19084  1.79515  -9.27969  0.27
H  -1.95468  2.34865  -8.41488  0.25

The net charge is +1. Its multiplicity is 1. The calculation puts the frontier orbital gap at 6.528 eV.


Record 2
The following is a DFT calculation (ωB97M-V/def2-TZVPD) of a molecular structure, C27H62INO3Si2.

Last column: Mulliken charge in e.
Atoms and positions in Å:
C  -6.68473  -3.57232  6.60776  -1.28
C  -7.06920  -2.13777  6.23150  -0.26
C  -5.87686  -1.18277  6.32515  -0.49
C  -6.17843  0.24360  5.85247  -0.79
C  -6.33624  0.37917  4.33371  -0.77
C  -4.98819  0.39683  3.60196  0.03
C  -5.11881  0.17788  2.08184  -0.97
C  -4.29914  1.15318  1.21481  -0.41
C  -2.95951  0.58037  0.73556  -0.73
C  -2.40869  1.20961  -0.55273  -0.64
C  -1.74566  0.18366  -1.47357  -0.69
C  -0.88141  0.82138  -2.58337  -0.97
Si  0.89422  0.31250  -2.53537  0.31
O  1.69051  1.17249  -3.72271  -0.22
Si  3.29502  1.45017  -3.89785  -0.13
N  3.46582  2.74365  -5.03718  -0.72
C  4.18760  -0.02694  -4.59400  -0.67
C  3.56532  -0.57313  -5.89315  -0.79
C  4.53217  -1.44260  -6.73229  0.71
C  5.04128  -0.68371  -7.95902  -1.64
C  3.88800  -2.77218  -7.13666  -1.58
O  3.92343  1.85685  -2.41897  0.01
C  5.24130  2.41008  -2.40202  -0.32
C  5.98852  2.19884  -1.06860  -1.01
C  5.11610  1.91210  0.15401  -0.43
C  4.57618  0.48000  0.23043  -0.71
C  1.25045  -1.52512  -2.87184  0.64
I  -0.49605  -2.67800  -3.32384  0.05
C  2.07418  -2.19311  -1.77004  -0.02
C  2.63906  -3.56572  -2.13833  -1.32
H  -6.22958  -4.09207  5.76238  0.32
H  -5.97650  -3.57708  7.44191  0.30
H  -7.55519  -4.15205  6.92154  0.37
H  -7.45441  -2.14150  5.20700  0.21
H  -7.86219  -1.78516  6.90001  0.27
H  -5.04047  -1.60619  5.75757  0.24
H  -5.57352  -1.14282  7.37741  0.39
H  -7.08358  0.58039  6.36876  0.37
H  -5.35754  0.89786  6.17184  0.19
H  -6.87551  1.29866  4.08860  0.40
H  -6.91424  -0.47026  3.95037  0.33
H  -4.46993  1.33586  3.81237  0.23
H  -4.36783  -0.39567  4.03268  -0.02
H  -6.17669  0.23484  1.80776  0.45
H  -4.79501  -0.84515  1.85905  0.39
H  -4.88920  1.48182  0.35365  0.47
H  -4.09868  2.03757  1.83181  0.23
H  -3.09369  -0.49472  0.55421  0.40
H  -2.22664  0.66940  1.54168  0.06
H  -1.70573  2.01740  -0.32689  0.44
H  -3.25013  1.65410  -1.09652  0.28
H  -2.53499  -0.41475  -1.93914  0.32
H  -1.17437  -0.53429  -0.86684  0.46
H  -1.28261  0.63876  -3.58497  0.50
H  -0.87972  1.91166  -2.45673  0.43
H  1.48272  0.68336  -1.22789  -0.08
H  4.32960  2.66887  -5.55726  0.28
H  3.42596  3.67122  -4.63880  0.26
H  4.19103  -0.80688  -3.81851  0.32
H  5.24638  0.21986  -4.75295  0.70
H  2.67871  -1.16587  -5.65232  0.17
H  3.21045  0.26278  -6.50596  0.46
H  5.39910  -1.66650  -6.09908  0.25
H  5.36260  0.32459  -7.67973  0.36
H  5.90222  -1.18645  -8.40627  0.44
H  4.25507  -0.59899  -8.71331  0.36
H  3.81839  -3.45938  -6.28930  0.32
H  4.46626  -3.27219  -7.92009  0.43
H  2.87890  -2.61607  -7.53095  0.38
H  5.16882  3.48607  -2.59837  0.31
H  5.83850  1.98525  -3.21816  0.27
H  6.56820  3.10963  -0.88396  0.38
H  6.72123  1.39245  -1.18307  0.34
H  4.29486  2.63477  0.19120  0.29
H  5.72831  2.10919  1.03984  0.35
H  4.80181  0.01706  1.19504  0.47
H  3.49948  0.45948  0.08827  -0.06
H  5.01478  -0.13913  -0.55649  0.21
H  1.83432  -1.55633  -3.79511  -0.71
H  2.90308  -1.51162  -1.55847  -0.11
H  1.47258  -2.25749  -0.85857  0.50
H  3.54941  -3.77793  -1.57677  0.40
H  1.91445  -4.35647  -1.94231  0.40
H  2.88019  -3.60151  -3.20540  0.20
C  -1.42570  2.04484  6.21465  -1.16
C  -0.99638  1.11839  5.08835  0.45
C  0.50809  1.14524  4.87210  -1.47
O  -1.68698  1.43916  3.88179  -0.40
H  -1.15775  3.07802  5.97544  0.34
H  -2.50591  2.00061  6.35398  0.21
H  -0.94144  1.77717  7.15453  0.40
H  -1.31059  0.09895  5.32056  0.20
H  0.83071  2.15310  4.59539  0.35
H  0.79043  0.46829  4.06606  0.33
H  1.04331  0.85359  5.77654  0.41
H  -1.44350  2.33524  3.62814  0.27

Its multiplicity is 1. The calculation puts the frontier orbital gap at 9.591 eV.


- frontier orbital gap of number 2 (C27H62INO3Si2)?
  9.591 eV


- multiplicity of number 1 (C27H61IN9O5P2)?
  1